108
Properties=species:S:1:pos:R:3:forces:R:3 method="wB97M-V/def2-TZVPD" orbital_gap_ev="7.6 / 7.6" s2=0.7598 multiplicity=2 max_force_ev_per_a=0.79 relative_energy_kcal_mol=3.0
Cr -0.7493 -0.9774 1.5143 0.8 0.0 0.1
S -1.2193 -0.6446 3.9848 0.0 -0.1 -0.1
C -2.7119 -0.5781 3.1773 -0.1 0.1 0.0
N -2.7158 -0.7168 1.8711 -0.3 -0.1 -0.1
C -3.9960 -0.6306 1.3257 0.0 0.1 0.0
C -4.3521 -0.6806 -0.0186 0.1 0.0 -0.1
C -5.6860 -0.5554 -0.3635 0.0 0.0 0.0
C -6.6758 -0.3848 0.6069 0.0 0.0 0.0
C -6.3353 -0.3255 1.9467 0.0 0.0 0.0
C -4.9937 -0.4396 2.2867 0.0 0.0 0.1
S -4.2839 -0.3611 3.8812 0.0 0.0 0.0
H -3.5948 -0.8472 -0.7698 0.0 0.0 0.0
H -5.9655 -0.5938 -1.4090 0.0 0.0 0.0
H -7.7146 -0.3000 0.3136 0.0 0.0 0.0
H -7.0863 -0.1945 2.7158 0.0 0.0 0.0
C 5.2613 -0.6371 1.3136 -0.1 0.1 -0.1
N 3.9138 -1.1148 1.0442 0.1 -0.2 0.1
C 3.8278 -2.1263 -0.0135 0.0 0.1 0.1
P 2.6667 -1.0031 2.1047 -0.1 0.0 -0.3
O 1.3744 -1.2455 1.4373 0.1 -0.2 0.0
O 2.7617 0.5332 2.6014 0.0 0.1 0.1
P 1.6662 1.6627 2.1333 0.1 0.3 0.0
O 0.2882 1.1449 2.0842 -0.3 -0.3 -0.3
N 1.8518 2.8103 3.2994 0.0 -0.2 0.2
C 3.0972 3.5665 3.3516 -0.1 0.1 0.0
C 1.3696 2.3932 4.6241 0.0 0.1 -0.1
N 2.1995 2.2714 0.7042 0.0 -0.4 -0.2
C 3.5857 2.1166 0.2669 -0.1 0.1 0.1
C 1.2330 2.1717 -0.4136 0.1 0.1 0.1
N 2.9082 -1.9470 3.4184 0.0 0.0 0.2
C 4.1222 -1.7842 4.2143 -0.1 0.0 -0.1
C 1.7366 -2.3263 4.2211 0.1 0.0 0.0
H 5.9220 -1.4478 1.6357 0.0 0.0 0.0
H 5.2458 0.1366 2.0788 0.0 0.0 0.0
H 5.6839 -0.2089 0.4013 0.0 0.0 0.0
H 4.6299 -2.8611 0.0925 0.0 0.0 0.0
H 3.9133 -1.6510 -0.9932 0.0 0.0 0.0
H 2.8707 -2.6374 0.0337 0.0 0.0 0.0
H 3.3552 3.9273 2.3579 0.0 0.0 0.0
H 3.9277 2.9708 3.7524 0.0 0.0 0.0
H 2.9538 4.4311 4.0003 0.0 0.0 0.0
H 0.5074 1.7348 4.5143 0.0 0.0 0.0
H 1.0674 3.2757 5.1899 0.0 0.0 0.0
H 2.1486 1.8659 5.1875 0.0 0.0 0.0
H 4.2704 2.1908 1.1101 0.0 0.0 0.0
H 3.8198 2.9164 -0.4356 0.0 0.0 0.0
H 3.7432 1.1557 -0.2295 0.0 0.0 0.0
H 0.2579 2.5214 -0.0864 0.0 0.0 0.0
H 1.1273 1.1475 -0.7822 0.0 0.0 0.0
H 1.5818 2.8167 -1.2202 0.0 0.0 0.0
H 4.9933 -1.6756 3.5747 0.0 0.0 0.0
H 4.2577 -2.6782 4.8219 0.0 0.0 0.0
H 4.0630 -0.9185 4.8842 0.0 0.0 0.0
H 0.8909 -2.5404 3.5757 0.0 0.0 0.0
H 1.4539 -1.5411 4.9307 0.0 0.0 0.0
H 1.9860 -3.2300 4.7780 0.0 0.0 0.0
N -2.2969 4.7058 -2.6600 0.0 0.1 0.2
C -2.2253 4.3296 -1.5759 0.0 0.0 0.1
C -2.1320 3.8805 -0.2109 0.0 0.0 -0.1
C -1.6771 4.7347 0.7890 0.0 0.1 0.0
C -1.6186 4.2603 2.0849 0.0 0.0 0.0
C -2.0087 2.9510 2.3317 0.0 0.0 -0.1
N -2.4388 2.1248 1.3810 -0.1 0.3 -0.1
C -2.5015 2.5818 0.1368 -0.1 -0.1 0.1
H -1.3790 5.7461 0.5452 0.0 0.0 0.0
H -1.2733 4.8909 2.8930 0.0 0.0 0.0
H -1.9692 2.5410 3.3356 0.0 0.0 0.0
H -2.8651 1.8907 -0.6187 0.0 0.0 0.0
C -0.8372 -5.8000 1.9881 0.0 0.1 0.0
C 0.0796 -5.1660 1.1590 -0.1 0.0 0.0
C 0.0739 -3.7822 1.0445 0.0 0.0 0.0
C -0.8324 -2.9908 1.7542 0.0 0.0 0.1
C -1.7488 -3.6476 2.5766 0.0 0.0 0.0
C -1.7558 -5.0330 2.6912 0.0 0.0 0.0
H -0.8373 -6.8791 2.0787 0.0 0.0 0.0
H 0.7937 -5.7508 0.5905 0.0 0.0 0.0
H 0.7859 -3.3124 0.3781 0.0 0.0 0.0
H -2.4731 -3.0875 3.1532 0.0 0.0 0.0
H -2.4819 -5.5132 3.3373 0.0 0.0 0.0
Cl -1.5961 2.2577 -4.3605 0.1 -0.1 -0.1
C -0.2321 2.2031 -5.4222 0.0 -0.1 0.0
C 0.0810 3.3406 -6.1460 0.0 0.0 0.0
C 1.2123 3.3725 -6.9436 0.0 0.0 0.0
C 2.0475 2.2692 -6.9925 0.0 0.0 0.0
C 1.7191 1.1359 -6.2727 -0.1 0.0 0.0
Cl 2.7955 -0.2341 -6.3382 0.0 0.0 0.0
C 0.5574 1.0444 -5.4911 0.0 -0.1 0.0
N 0.2694 -0.1048 -4.7697 -0.1 0.1 0.1
C -0.9808 -0.7843 -4.8042 0.0 -0.1 -0.1
C -1.8655 -0.5865 -5.8599 0.0 0.0 0.0
C -3.0546 -1.2912 -5.9185 0.0 0.0 0.0
C -3.3601 -2.2147 -4.9289 0.0 0.0 0.0
C -2.4753 -2.4182 -3.8808 0.0 0.1 0.0
C -1.2842 -1.6990 -3.7895 0.1 0.1 0.0
C -0.3417 -1.8903 -2.6201 -0.2 -0.1 0.0
C -1.0160 -1.7485 -1.2545 -0.1 0.3 -0.1
O -2.0004 -2.4126 -0.9685 0.1 0.0 0.0
O -0.4169 -0.9004 -0.4741 -0.3 -0.1 0.6
H -0.5596 4.2079 -6.0564 0.0 0.0 0.0
H 1.4522 4.2606 -7.5134 0.0 0.0 0.0
H 2.9466 2.2747 -7.5937 0.0 0.0 0.0
H 1.0575 -0.7218 -4.6656 0.0 0.0 -0.1
H -1.6114 0.1153 -6.6454 0.0 0.0 0.0
H -3.7332 -1.1285 -6.7467 0.0 0.0 0.0
H -4.2831 -2.7791 -4.9722 0.0 0.0 0.0
H -2.7098 -3.1216 -3.0938 0.0 0.0 0.0
H 0.4729 -1.1743 -2.6548 0.1 0.0 0.0
H 0.0740 -2.9040 -2.6332 0.0 0.0 -0.1



75
Properties=species:S:1:pos:R:3:forces:R:3 method="wB97M-V/def2-TZVPD" orbital_gap_ev="6.5 / 5.6" s2=3.8062 multiplicity=4 charge=-2 max_force_ev_per_a=0.20 relative_energy_kcal_mol=0.0
Pd 0.8182 -0.2443 -0.0687 0.0 0.1 -0.2
S -1.1757 1.1441 -0.2549 0.0 0.0 0.1
C -2.2425 0.5364 1.0279 0.0 0.0 0.0
C -3.4601 1.1777 1.1917 0.0 0.0 0.0
C -4.3381 0.8073 2.2012 0.0 0.0 0.0
C -5.5456 1.5513 2.4059 0.0 0.0 0.0
N -6.4827 2.1950 2.5796 0.0 0.0 0.0
C -3.9738 -0.2598 3.0398 0.0 0.0 0.0
C -2.7599 -0.8995 2.8737 0.0 0.0 0.0
C -1.8412 -0.5160 1.8772 0.0 0.0 0.0
S -0.3202 -1.3350 1.7860 0.0 0.0 0.0
C -4.8397 -0.6774 4.1108 -0.1 0.0 -0.1
N -5.5206 -1.0250 4.9688 0.0 0.0 0.0
H -3.7229 1.9971 0.5352 0.0 0.0 0.0
H -2.4950 -1.7131 3.5360 0.0 0.0 0.0
Cl 3.3568 -1.1585 -3.4265 0.0 0.0 0.0
Ge 2.6645 0.1968 -1.8049 0.0 0.0 0.0
Cl 3.5832 -0.8531 0.0418 0.0 -0.1 0.0
Cl 4.2556 1.7716 -2.0790 0.0 0.0 0.0
C 0.1887 1.7718 0.6891 -0.1 -0.1 0.0
Ge 0.7667 3.5593 0.2662 0.0 -0.1 0.0
C -0.2579 4.8366 1.3624 0.0 0.0 -0.1
C -1.1832 4.4160 2.3141 0.0 0.0 0.0
C -1.9047 5.3341 3.0682 0.0 0.0 0.0
C -1.7071 6.6935 2.8803 0.0 0.0 0.0
C -0.7924 7.1317 1.9312 0.0 0.0 0.0
C -0.0804 6.2093 1.1781 0.0 0.0 0.0
C 0.3932 4.0408 -1.5889 0.0 0.0 0.0
C -0.8664 4.5209 -1.9486 0.0 0.0 0.0
C -1.1586 4.8297 -3.2694 0.0 0.0 0.0
C -0.1898 4.6619 -4.2501 0.0 0.0 0.0
C 1.0674 4.1877 -3.9057 0.0 0.0 0.0
C 1.3578 3.8810 -2.5820 0.0 0.0 0.0
C 2.6703 3.7382 0.6414 0.0 0.0 0.0
C 3.3759 4.8869 0.2845 0.0 0.0 0.0
C 4.7370 4.9868 0.5303 0.0 0.0 0.0
C 5.4101 3.9331 1.1357 0.0 0.0 0.0
C 4.7207 2.7848 1.4913 0.0 0.0 0.0
C 3.3577 2.6890 1.2450 0.0 0.0 0.0
H 0.0583 1.5716 1.7496 0.0 0.0 0.0
H -1.3586 3.3558 2.4630 0.0 0.0 0.0
H -2.6269 4.9844 3.7957 0.0 0.0 0.0
H -2.2705 7.4108 3.4647 0.0 0.0 0.0
H -0.6398 8.1928 1.7726 0.0 0.0 0.0
H 0.6171 6.5640 0.4259 0.0 0.0 0.0
H -1.6286 4.6554 -1.1881 0.0 0.0 0.0
H -2.1434 5.1951 -3.5347 0.0 0.0 0.0
H -0.4184 4.8956 -5.2831 0.0 0.0 0.0
H 1.8254 4.0455 -4.6663 0.0 0.0 0.0
H 2.3424 3.5070 -2.3268 0.0 0.0 0.0
H 2.8627 5.7056 -0.2102 0.0 0.0 0.0
H 5.2771 5.8790 0.2357 0.0 0.0 0.0
H 6.4770 4.0022 1.3109 0.0 0.0 0.0
H 5.2446 1.9455 1.9311 0.0 0.0 0.0
H 2.8359 1.7695 1.4864 0.0 0.0 0.0
F -2.4278 -2.0162 -1.0671 0.0 0.0 0.0
C -2.9117 -2.9073 -0.1933 0.0 0.0 0.0
C -4.1479 -2.6689 0.3228 0.0 0.0 0.0
F -4.7731 -1.5494 -0.0641 0.0 0.0 0.0
C -4.8090 -3.5533 1.2163 0.0 0.0 0.0
C -4.0413 -4.7077 1.5256 0.0 0.0 0.0
C -2.8095 -4.9518 1.0004 0.0 0.0 0.0
F -2.1821 -6.0698 1.3868 0.0 0.0 0.0
C -2.1523 -4.0686 0.1057 0.0 0.0 0.0
C -0.8685 -4.3091 -0.4248 -0.1 0.1 0.0
C -0.1100 -3.2676 -1.0123 0.1 -0.1 -0.1
N 0.5458 -2.4312 -1.4606 0.0 0.1 0.0
C -0.2037 -5.5619 -0.3420 0.1 0.0 0.1
N 0.3783 -6.5571 -0.3040 0.0 0.0 -0.1
F -4.5410 -5.6093 2.3818 0.0 0.0 0.0
C -6.1022 -3.3225 1.7227 0.0 0.0 0.0
C -6.8933 -2.1950 1.3629 0.0 0.0 -0.1
N -7.5939 -1.3251 1.0755 0.0 0.0 0.1
C -6.7804 -4.2236 2.5907 0.0 0.0 0.0
N -7.3983 -4.9150 3.2766 0.0 0.0 0.0



37
Properties=species:S:1:pos:R:3:forces:R:3 method="wB97M-V/def2-TZVPD" orbital_gap_ev=8.6 smiles="C=CCC1(N2CCCC2)CCCCC1" max_force_ev_per_a=4.28 relative_energy_kcal_mol=52.9
C 3.2134 -0.8558 -1.7136 1.3 -0.2 0.4
C 2.1837 -1.3750 -1.0884 0.4 -1.9 -1.6
N -1.2568 0.1472 -0.5478 1.9 -1.1 -0.1
C 0.7950 -0.9506 -1.3372 0.6 3.1 0.4
C -2.4113 0.3243 0.3673 1.9 -1.6 0.9
C -1.4378 0.8542 -1.8557 -1.5 -0.4 1.3
C -3.5194 0.5504 -0.5616 -2.0 -0.9 1.0
C -2.9570 1.2782 -1.6753 1.3 3.3 -2.4
C 1.6160 0.1109 2.6657 -3.2 0.4 -1.1
C 1.2878 -1.2655 2.0778 -1.5 -0.8 -0.6
C 0.9459 1.3016 1.8567 2.0 -0.7 1.7
C 0.1841 -1.2997 0.9765 -0.9 -0.8 1.5
C 1.0648 0.9468 0.4482 -0.4 0.2 -2.9
C 0.1697 -0.2571 -0.1024 -0.6 1.0 -0.6
H 4.2233 -1.2611 -1.7626 -0.3 -0.3 0.3
H 3.1155 0.0502 -2.2128 -0.2 1.7 -0.9
H 2.3499 -2.4054 -0.8460 -0.1 -0.5 1.2
H 0.2132 -1.7452 -1.7366 -0.8 -0.7 0.1
H 0.8652 -0.1713 -2.1071 -0.1 -0.2 -0.2
H -2.5887 -0.5514 1.0695 0.3 0.7 -1.1
H -2.2158 1.1375 1.0116 -0.1 1.4 0.9
H -0.6197 1.5652 -2.1260 -1.0 0.3 0.8
H -1.5127 0.2716 -2.7613 0.6 -1.3 -0.1
H -4.4261 1.0271 -0.1245 0.7 -0.3 -0.2
H -3.8055 -0.4113 -0.9576 -0.4 -0.6 0.1
H -3.5695 1.0514 -2.5593 0.5 0.4 -0.1
H -3.0032 2.3805 -1.5084 -0.1 -0.6 -0.1
H 1.3594 0.1391 3.6731 -0.6 0.2 1.9
H 2.6346 0.1514 2.6375 2.8 0.8 -0.2
H 2.1649 -1.5533 1.5624 1.1 -0.9 -0.1
H 0.9444 -2.0820 2.8037 0.9 1.3 -0.7
H -0.0437 1.5276 2.1404 -1.3 0.1 0.7
H 1.5476 2.2326 1.9337 -0.4 -0.5 0.6
H 0.1492 -2.3168 0.5300 -0.1 0.5 0.4
H -0.7117 -1.1793 1.5613 -0.7 -0.2 0.1
H 2.1347 0.7312 0.3688 -0.1 -0.3 -0.7
H 0.9166 1.9018 -0.0996 -0.2 -0.8 -0.4



22
Properties=species:S:1:pos:R:3:forces:R:3 method="wB97M-V/def2-TZVPD" orbital_gap_ev=10.7 charge=+1 max_force_ev_per_a=8.12 relative_energy_kcal_mol=133.1
C 0.2656 -3.6673 0.1445 0.7 -1.8 0.0
C 0.1087 -2.5167 -0.0727 -4.3 6.9 -0.7
C -0.9284 -0.9240 -0.1629 3.3 -6.7 1.0
C -2.7671 0.4204 0.0669 -0.2 -0.7 -0.3
C -1.5069 1.1751 -0.2850 0.7 0.7 -0.8
C 1.8586 1.4555 0.9795 1.0 -3.4 0.1
C 1.9211 0.2675 -0.0353 0.2 2.2 -0.4
C 0.8771 0.5213 -1.1530 -1.1 0.3 4.9
N -0.4094 0.1739 -0.4874 -1.8 1.3 -0.2
N -2.1799 -0.9015 0.2701 -1.9 -0.5 0.2
O -3.9061 0.7336 0.2467 1.6 -0.4 -0.2
H 0.5643 -4.6804 0.2240 0.0 -0.3 0.2
H -1.4209 1.8381 -1.1235 -1.0 0.3 -0.7
H -1.3778 1.8218 0.5549 0.8 0.3 1.0
H 0.9109 1.3864 1.3958 -2.1 0.1 1.0
H 2.5138 1.2333 1.8238 0.3 0.6 -0.3
H 1.9339 2.3964 0.5504 0.7 1.7 -0.8
H 1.8261 -0.6955 0.4828 -0.4 0.2 -0.4
H 2.8376 0.2261 -0.5869 1.0 0.1 0.1
H 0.5896 1.5329 -1.3698 1.4 0.7 -0.7
H 1.0785 -0.0879 -1.9301 0.1 -1.8 -2.9
H -2.7891 -1.7090 0.4672 0.8 0.4 -0.1



19
Properties=species:S:1:pos:R:3:forces:R:3 method="wB97M-V/def2-TZVPD" orbital_gap_ev=9.8 smiles="NP(O)C(=O)OCC(F)(F)C(F)(F)F" max_force_ev_per_a=0.58
N 3.7341 -0.0817 0.3601 0.0 -0.4 -0.4
P 2.3142 0.1177 -0.5792 0.2 0.3 0.0
O 2.2032 1.7526 -0.6138 -0.4 -0.1 0.0
C 1.1540 -0.1960 0.9027 -0.1 -0.1 0.0
O 1.5299 -0.1229 2.0333 0.0 -0.1 0.1
O -0.1418 -0.5192 0.6563 0.0 0.1 0.0
C -0.6604 -0.3575 -0.6566 0.2 0.0 -0.1
C -2.1372 -0.6907 -0.5886 0.1 0.2 0.1
F -2.3005 -1.9408 -0.1283 0.0 -0.3 0.1
F -2.6136 -0.6519 -1.8461 -0.1 0.1 -0.3
C -2.9979 0.2824 0.2973 0.0 0.0 0.0
F -3.9791 0.8272 -0.4240 0.0 -0.1 0.1
F -3.5347 -0.3554 1.3322 0.0 0.1 -0.1
F -2.2366 1.2801 0.7664 -0.1 0.0 0.0
H 3.7034 -0.9468 0.8955 0.0 0.2 0.2
H 4.5234 -0.1533 -0.2792 0.0 0.0 0.2
H 2.1717 2.1472 0.2698 0.2 0.0 0.0
H -0.5270 0.6611 -1.0295 -0.1 0.0 0.1
H -0.2052 -1.0518 -1.3683 -0.1 0.0 0.1



17
Properties=species:S:1:pos:R:3:forces:R:3 method="wB97M-V/def2-TZVPD" orbital_gap_ev=9.9 smiles="C=C(O)C(C)(C)O" max_force_ev_per_a=0.79 relative_energy_kcal_mol=38.3
C 0.1262 -1.9169 0.6463 0.0 0.2 0.3
C -0.4518 -0.9165 -0.0183 0.3 -0.2 0.2
O -1.4332 -1.2397 -0.9202 0.0 -0.1 0.0
C -0.1700 0.5762 0.0087 0.3 -0.1 0.1
C 0.5723 0.9716 1.2766 0.1 0.0 0.0
C 0.6152 0.9382 -1.2529 0.1 0.0 -0.1
O -1.4072 1.2792 0.0484 -0.2 -0.2 -0.2
H -1.2142 -2.1663 -1.0948 -0.7 0.2 -0.3
H -0.4007 -2.8671 0.6906 0.4 -0.1 -0.3
H 1.0644 -1.8434 1.1709 -0.2 0.3 0.4
H -0.0156 0.7036 2.1591 0.1 0.0 -0.2
H 0.7418 2.0524 1.2838 0.0 -0.1 -0.1
H 1.5403 0.4649 1.3290 -0.1 0.1 0.0
H 0.8243 2.0115 -1.2792 -0.1 -0.1 0.0
H 0.0344 0.6658 -2.1405 0.1 0.1 0.1
H 1.5599 0.3839 -1.2778 -0.1 0.1 0.0
H -1.9862 0.9026 -0.6296 0.1 0.1 0.1